Entry from the Open Molecules 2025 dataset: 2 unconnected molecules or ions with the total composition C5H8N2 (ωB97M-V/def2-TZVPD).

E_LUMO, eV: 1.15
SMILES string: N[C@@H]1C=N1.C1=CC1
DFT total energy, hartree: -304.65018
ΔE to the lowest compared entry with this formula, charge and spin, kcal per mole: 116.3

The geometry in ORCA input format:
```
! RIJCOSX wB97M-V def2-TZVPD def2/J DEFGRID3
* xyz 0 1
N 1.88603 0.18015 -0.50097
C 1.50390 -0.31234 0.78064
C 0.49023 0.31261 1.58024
N 1.63841 0.53847 2.04230
H 2.89628 0.18498 -0.60241
H 1.55377 1.12792 -0.64618
H 1.72738 -1.37138 0.90569
H -0.54822 0.56303 1.78025
C -1.08077 -0.87268 -0.91888
C -2.14669 -0.62172 -0.23309
C -1.58208 0.53494 -1.00156
H -0.29422 -1.53569 -1.23956
H -2.92229 -0.94828 0.44101
H -1.04778 1.33567 -0.47560
H -2.07393 0.88432 -1.91187
*
```

Mulliken atomic charge list, values in e, 5 entries: N -0.5065; C -0.1606; C 0.0337; N -0.5750; H 0.2262